(1)
16
Properties=species:S:1:pos:R:3:mulliken_charge:R:1 method="wB97M-V/def2-TZVPD" e_above_lowest_kcal_mol=0.0 total_energy_ev=-16557.941 fmax_ev_per_a=6.2 homo_lumo_gap_ev=8.82 total_charge=0
C -2.277 0.471 0.105 -0.52
C -1.321 -0.533 0.251 -0.24
C -1.796 1.789 -0.018 -0.32
C 0.078 -0.225 0.191 0.99
C 0.407 1.131 0.001 -0.02
C 2.819 1.040 -0.100 0.62
C 1.038 -2.283 -0.172 -0.01
N -0.526 2.102 -0.064 -0.56
N 1.097 -1.087 0.330 -0.49
N 1.709 1.474 -0.109 -0.30
O 3.952 0.842 -0.154 -0.44
F 2.074 -3.089 -0.067 -0.18
H -3.223 0.107 0.229 0.45
H -1.690 -1.598 0.386 0.28
H -2.598 2.481 -0.109 0.36
H 0.256 -2.623 -0.700 0.37


(2)
19
Properties=species:S:1:pos:R:3:mulliken_charge:R:1 method="wB97M-V/def2-TZVPD" e_above_lowest_kcal_mol=37.4 total_energy_ev=-9920.607 fmax_ev_per_a=2.5 homo_lumo_gap_ev=11.65 total_charge=+1
O 1.137 0.877 -2.566 -0.44
C 1.810 -0.035 -2.151 0.13
C 1.705 -0.432 -0.708 -0.63
N 0.574 0.350 -0.117 -0.20
C 0.158 -0.054 1.245 -0.49
C -0.780 0.912 1.934 -1.22
H 2.408 -0.611 -2.855 0.41
H 1.400 -1.491 -0.675 0.35
H 2.567 -0.388 -0.057 0.39
H -0.280 0.227 -0.690 0.43
H 0.731 1.345 -0.309 0.42
H 0.992 -0.345 1.898 0.44
H -0.339 -1.041 1.263 0.30
H -1.717 1.002 1.376 0.33
H -0.303 1.851 2.210 0.38
H -1.041 0.538 2.921 0.38
H -2.919 -1.687 -0.895 0.29
H -3.403 -0.235 -1.085 0.31
O -2.700 -0.782 -0.738 -0.59


(3)
21
Properties=species:S:1:pos:R:3:mulliken_charge:R:1 method="wB97M-V/def2-TZVPD" e_above_lowest_kcal_mol=45.2 total_energy_ev=-33273.760 multiplicity=5 fmax_ev_per_a=11.9 s2=6.019 homo_lumo_gap_ev="6.61 / 6.05" total_charge=+3
O -1.558 -2.732 -4.942 0.00
C -1.236 -2.253 -4.017 0.11
Ir -0.194 -0.765 -1.051 1.77
O 0.303 1.806 -2.725 -0.13
C 0.046 0.710 -2.324 0.09
C -0.633 -2.641 -0.420 0.17
O -0.778 -3.544 0.301 -0.07
C 1.565 -1.522 -1.696 0.17
O 2.694 -1.775 -1.724 -0.06
C -2.107 -0.376 -1.001 0.17
O -3.170 0.044 -0.630 -0.15
C -0.325 0.672 2.978 -0.90
S -0.138 1.281 1.316 0.55
C 1.345 2.263 1.391 -0.91
O 0.463 -0.190 0.528 -0.29
H -0.547 1.531 3.633 0.47
H 0.598 0.168 3.229 0.40
H -1.164 -0.028 2.967 0.39
H 2.147 1.608 1.707 0.41
H 1.530 2.657 0.388 0.35
H 1.160 3.087 2.094 0.47


(4)
154
Properties=species:S:1:pos:R:3:mulliken_charge:R:1 method="wB97M-V/def2-TZVPD" e_above_lowest_kcal_mol=176.6 total_energy_ev=-181239.048 fmax_ev_per_a=6.4 homo_lumo_gap_ev=11.16 total_charge=0 smiles="CCOC(=O)C(F)(F)F.CCOC(=O)C(F)(F)F.CCOC(=O)C(F)(F)F.CCOC(=O)C(F)(F)F.CCOC(=O)C(F)(F)F.CCOC(=O)C(F)(F)F.CCOC(=O)C(F)(F)F.CCOC(=O)C(F)(F)F.CCOC(=O)C(F)(F)F.CCOC(=O)C(F)(F)F.CCOC(=O)C(F)(F)F"
C -3.475 1.450 7.825 -1.04
C -4.246 0.381 7.035 -0.25
O -3.549 -0.886 7.117 -0.19
C -4.113 -2.016 6.615 0.36
O -5.244 -2.047 6.128 -0.53
C -3.326 -3.349 6.830 0.81
F -2.212 -3.096 7.587 -0.24
F -4.122 -4.312 7.390 -0.23
F -2.901 -3.796 5.677 -0.22
H -3.770 1.575 8.867 0.30
H -3.586 2.369 7.250 0.31
H -2.409 1.225 7.797 0.31
H -4.332 0.654 5.983 0.31
H -5.256 0.339 7.442 0.31
C 2.136 10.543 6.044 -1.04
C 2.901 9.295 6.519 -0.25
O 2.175 8.062 6.644 -0.28
C 1.627 7.426 5.557 0.38
O 1.640 7.882 4.446 -0.52
C 1.054 6.097 5.946 0.84
F 1.053 5.876 7.262 -0.22
F -0.176 6.071 5.480 -0.23
F 1.760 5.054 5.326 -0.24
H 1.722 10.378 5.049 0.30
H 2.800 11.404 6.118 0.36
H 1.321 10.890 6.680 0.31
H 3.321 9.508 7.502 0.31
H 3.805 9.140 5.930 0.31
C -6.318 -8.370 -0.693 -1.13
C -5.204 -8.724 0.292 -0.14
O -5.104 -10.082 0.493 -0.27
C -6.102 -10.811 1.109 0.32
O -7.188 -10.441 1.566 -0.52
C -5.849 -12.295 1.198 0.86
F -6.659 -12.940 0.284 -0.24
F -4.543 -12.668 0.951 -0.24
F -6.169 -12.652 2.455 -0.23
H -7.265 -8.784 -0.345 0.34
H -6.157 -8.864 -1.651 0.32
H -6.356 -7.287 -0.802 0.35
H -5.467 -8.235 1.231 0.30
H -4.245 -8.364 -0.080 0.29
C 7.167 8.353 -2.160 -1.17
C 8.029 7.912 -1.010 -0.11
O 7.455 6.804 -0.479 -0.28
C 6.594 6.957 0.678 0.38
O 6.667 7.954 1.454 -0.54
C 5.913 5.636 1.111 0.86
F 4.684 5.854 1.414 -0.22
F 5.942 4.728 0.086 -0.25
F 6.604 5.157 2.192 -0.24
H 7.485 9.156 -2.825 0.40
H 6.157 8.627 -1.854 0.29
H 6.988 7.521 -2.842 0.30
H 8.012 8.736 -0.297 0.28
H 9.030 7.646 -1.350 0.29
C 9.971 -1.393 10.870 -1.05
C 8.825 -0.401 10.662 -0.27
O 8.157 -0.722 9.446 -0.25
C 7.366 0.285 8.828 0.27
O 7.004 1.379 9.295 -0.51
C 6.896 -0.110 7.437 0.95
F 6.392 -1.318 7.457 -0.25
F 5.930 0.765 7.067 -0.23
F 7.881 -0.129 6.540 -0.24
H 10.625 -1.196 11.719 0.37
H 10.633 -1.283 10.011 0.29
H 9.532 -2.388 10.940 0.28
H 9.144 0.625 10.847 0.36
H 7.977 -0.624 11.309 0.28
C -0.527 5.658 -0.608 -1.06
C 0.386 4.813 -1.553 -0.18
O 0.643 5.490 -2.805 -0.24
C 1.768 6.243 -3.038 0.38
O 2.736 6.306 -2.298 -0.56
C 1.856 6.920 -4.446 0.84
F 2.192 8.177 -4.223 -0.24
F 2.779 6.293 -5.152 -0.22
F 0.638 6.876 -5.050 -0.23
H -1.484 5.800 -1.109 0.28
H -0.025 6.593 -0.355 0.29
H -0.832 5.203 0.334 0.38
H -0.183 3.929 -1.843 0.25
H 1.241 4.405 -1.014 0.31
C 2.363 -0.335 1.389 -1.04
C 0.963 -0.339 2.009 -0.19
O 0.121 -1.366 1.476 -0.19
C -0.585 -1.282 0.269 0.37
O -0.292 -0.414 -0.574 -0.55
C -1.660 -2.371 0.030 0.80
F -1.880 -3.205 1.073 -0.21
F -2.835 -1.757 -0.227 -0.24
F -1.281 -3.041 -1.092 -0.23
H 2.291 -0.238 0.306 0.29
H 2.856 -1.299 1.513 0.24
H 3.045 0.443 1.733 0.37
H 0.477 0.637 2.005 0.33
H 1.221 -0.530 3.051 0.25
C 3.559 -4.843 -1.548 -0.99
C 3.968 -6.119 -0.786 -0.21
O 4.118 -5.775 0.566 -0.29
C 3.050 -5.795 1.358 0.36
O 1.821 -5.905 0.956 -0.55
C 3.425 -5.892 2.904 0.84
F 4.443 -5.024 3.074 -0.24
F 2.383 -5.518 3.667 -0.23
F 3.710 -7.162 3.229 -0.23
H 2.934 -5.046 -2.418 0.34
H 4.353 -4.114 -1.710 0.34
H 2.884 -4.194 -0.990 0.23
H 4.913 -6.438 -1.225 0.30
H 3.265 -6.932 -0.971 0.33
C -1.430 2.359 -10.274 -1.05
C 0.080 1.995 -10.249 -0.26
O 0.220 1.121 -9.129 -0.28
C 0.767 1.561 -8.007 0.38
O 1.237 2.681 -7.838 -0.56
C 0.522 0.627 -6.821 0.88
F 0.062 -0.591 -7.190 -0.23
F 1.643 0.415 -6.091 -0.25
F -0.327 1.324 -5.990 -0.23
H -1.986 1.421 -10.307 0.28
H -1.709 2.820 -11.221 0.40
H -1.686 2.939 -9.387 0.28
H 0.763 2.840 -10.337 0.32
H 0.333 1.495 -11.185 0.30
C -5.064 -0.845 -5.076 -1.19
C -5.143 0.326 -6.098 -0.16
O -5.367 1.540 -5.360 -0.20
C -5.648 2.650 -6.073 0.42
O -5.741 2.679 -7.316 -0.55
C -5.970 3.851 -5.193 0.81
F -6.330 3.542 -3.954 -0.24
F -4.949 4.677 -5.064 -0.23
F -7.049 4.499 -5.702 -0.25
H -4.116 -0.731 -4.552 0.30
H -5.148 -1.790 -5.614 0.37
H -5.847 -0.914 -4.321 0.33
H -6.044 0.108 -6.670 0.28
H -4.268 0.308 -6.749 0.30
C -8.493 -5.267 -7.411 -1.14
C -7.763 -6.586 -7.774 -0.22
O -6.406 -6.467 -7.212 -0.18
C -5.433 -7.384 -7.481 0.30
O -5.385 -8.267 -8.288 -0.50
C -4.258 -7.248 -6.419 0.86
F -4.182 -8.329 -5.601 -0.25
F -3.104 -7.133 -7.018 -0.23
F -4.507 -6.164 -5.629 -0.24
H -9.535 -5.290 -7.729 0.37
H -8.032 -4.310 -7.659 0.31
H -8.498 -5.210 -6.323 0.30
H -7.808 -6.770 -8.847 0.31
H -8.244 -7.465 -7.346 0.30